[1]
Molecular formula: C20H31CoO3
Method: DFT, ωB97M-V with the def2-TZVPD basis set

**Multiplicity**: 4
**Expectation value of S²**: 3.80
**E_LUMO (spin up / spin down)**: 2.18 / 2.18 eV
**Total charge**: -1

XYZ file:
```
55
Properties=species:S:1:pos:R:3:forces:R:3
H -0.477514 -0.710304 6.896150 0.11 0.17 0.05
H 0.822211 -0.945418 -0.352846 -0.13 0.03 0.05
H -0.059122 0.161306 -2.309814 -0.12 0.10 0.28
O 0.502190 0.319797 -4.779588 -0.18 0.75 -1.36
H -0.335704 -2.865134 4.133291 -0.28 -0.23 0.02
C -0.895551 -1.230903 -6.097862 0.02 -0.15 0.12
H -0.896044 -0.953058 0.092255 0.19 0.27 0.10
H -0.508654 2.170773 -5.038389 0.23 0.02 0.13
C 0.818261 -1.910998 2.465567 -0.20 0.13 0.48
C 2.039138 -1.182008 2.509608 0.07 -0.44 -0.20
C 0.572940 1.834708 -0.996041 0.34 -0.56 -0.26
C 0.166181 0.126074 6.570144 0.49 0.35 -1.56
Co -0.585635 -0.185245 3.645357 3.23 -0.62 -1.70
C -2.161841 0.526275 2.234953 -0.92 -0.39 0.15
H -2.615392 -1.664791 2.434946 0.12 0.22 0.11
C 0.113831 1.033339 -6.826150 0.16 -0.72 0.85
C 0.348959 1.625156 -5.442403 0.07 0.09 0.67
C -2.355808 -0.457893 4.336308 -1.32 0.67 -0.36
C -1.905001 1.518535 3.198636 -0.76 0.87 0.25
H 1.267619 2.214007 -5.362563 -0.17 0.01 0.18
H -1.053910 -1.620176 -7.115695 0.03 0.11 0.27
C 1.388046 -1.512846 4.706018 0.06 -0.62 -2.12
H 0.888644 1.257385 -7.555180 -0.16 0.03 -0.12
H 1.130752 0.118335 7.104623 -0.39 -0.03 0.40
O 0.276141 0.528784 0.991846 0.11 0.76 -1.79
H 1.578355 -1.861711 5.710994 -0.03 0.13 0.23
C 0.321145 -0.320586 -6.078880 -0.11 -0.34 -0.76
H -2.547527 -1.183419 5.111108 0.05 0.02 0.07
H 0.243043 2.765109 -1.477737 0.11 -0.21 0.15
C -0.309824 0.610013 -1.340140 -0.09 0.73 0.23
H -0.310476 2.528584 0.859124 0.08 -0.17 0.10
C -2.019210 0.941791 4.492246 -1.92 0.02 0.31
O 0.509180 0.036013 5.187323 0.54 0.99 2.67
C 1.565701 -1.061920 -6.543096 0.06 -0.18 0.14
H 2.437354 -0.395073 -6.567513 -0.18 -0.16 0.08
H -1.998545 1.498239 5.424417 0.20 -0.20 -0.22
C -0.046914 -0.299710 -0.153542 0.46 -0.25 0.53
H 1.608477 1.611731 -1.306027 -0.31 0.19 -0.02
H -0.352958 1.088765 6.734185 0.17 -0.41 0.28
H 2.649921 -0.927685 1.644576 -0.27 0.14 0.10
H 1.401761 -1.458169 -7.557846 0.05 0.13 0.28
H -2.423651 0.715418 1.203115 0.60 -0.10 -0.16
C -2.351570 -0.720106 2.905791 -1.91 0.17 0.28
H -1.796778 -0.688654 -5.783996 0.22 -0.14 -0.01
C 0.354728 -2.115335 3.801025 1.98 0.16 0.60
H -0.892715 1.169628 -7.213431 0.08 0.06 -0.15
H 1.444915 2.234077 0.985328 -0.17 -0.05 -0.05
H -0.731788 -2.084452 -5.422709 -0.14 0.24 -0.15
H 1.775303 -1.908786 -5.873302 0.02 0.24 -0.16
H 3.273024 -0.421874 4.194018 -0.06 0.05 -0.16
H -1.820667 2.602415 3.009909 0.20 -0.76 0.05
C 0.513351 1.876729 0.529687 -0.27 -0.33 0.22
H -1.364132 0.921045 -1.335749 0.14 -0.09 -0.12
H 0.408230 -2.406780 1.595556 -0.11 0.23 -0.01
C 2.397526 -0.940972 3.822408 0.01 -0.96 1.03
```
Forces are in eV/Å.

***

[2]
Molecular formula: C20H31F3NO7PS
Method: DFT, ωB97M-V with the def2-TZVPD basis set

**Multiplicity**: 1
**E_LUMO**: 0.55 eV
**Total charge**: 0
**Energy above the lowest of the compared OMol25 structures with the same formula, charge and spin**: 4.7 kcal/mol

XYZ file:
```
64
Properties=species:S:1:pos:R:3:forces:R:3
C -4.746886 -2.316380 -0.741096 0.13 0.40 -0.01
S -1.029664 -1.075483 -2.018106 -0.12 -0.32 -0.91
H -2.403348 -2.886666 3.467408 -0.05 -0.11 0.08
C -1.932341 1.137215 -0.989100 0.21 0.03 0.87
C 1.471632 2.839943 -0.386524 0.35 0.44 0.30
H 5.312425 -1.025529 -0.596671 0.08 0.03 0.07
H 1.595779 2.413605 1.688182 0.06 0.08 0.03
H 0.975851 0.429071 -3.352179 0.02 0.17 -0.09
H -2.101943 0.633915 -2.977760 -0.05 -0.12 -0.06
C 3.494724 -1.150892 -1.709009 -0.11 -0.04 0.00
C -2.056535 -1.857812 3.408450 0.17 0.07 -0.27
O 0.605403 1.752634 -0.710788 -0.60 -0.31 0.35
C -5.036476 -0.835482 -0.563777 -0.36 -0.30 0.28
F -3.229941 3.006046 -0.295125 -0.07 -0.25 0.26
H 3.729584 1.152310 1.621936 0.10 -0.06 0.08
H -5.925869 -0.528679 -1.118748 0.12 0.00 0.11
C 2.302651 2.586537 0.870265 0.11 -0.10 -0.21
H 2.566808 0.485793 0.468432 0.02 -0.15 -0.02
H 3.454770 0.360576 -3.224473 0.06 0.07 -0.06
C -0.966659 -1.727276 2.347880 0.12 0.08 0.04
H -4.674768 -2.562807 -1.797163 0.00 -0.08 -0.08
O -0.953573 2.467465 1.244613 -0.08 0.16 0.08
H 0.564194 -2.514410 3.654041 0.09 0.00 0.11
O -3.019905 0.240280 0.914323 -0.25 -0.20 0.13
C 0.193814 -2.676509 2.642924 -0.27 0.12 -0.17
P -0.597860 1.424464 0.287377 1.05 -0.03 0.05
H 1.010899 -2.509160 1.946171 0.19 -0.03 -0.07
O -1.366219 -1.710338 -3.258082 0.12 0.28 -0.20
H 5.450190 -0.475243 -2.271851 0.08 0.04 -0.03
C 1.336737 -1.935340 -0.972034 -0.07 -0.08 0.10
H -1.393076 -1.967638 1.371217 0.02 0.03 0.13
H -2.896771 -1.219250 3.153395 -0.16 0.07 0.04
H -5.144873 -0.580082 0.494328 -0.06 0.01 -0.21
H 3.829118 4.032061 0.366950 0.14 0.06 -0.10
H 5.342481 -2.199619 -1.905223 0.08 -0.04 -0.02
H 0.868402 3.741284 -0.248580 0.05 -0.01 -0.09
H 3.201789 -2.655259 -0.214163 0.02 -0.08 0.09
H 3.894739 1.501142 -0.102944 0.15 -0.01 -0.13
H 2.113905 2.958315 -1.263113 0.00 0.05 0.06
H -5.541434 -2.900640 -0.285541 -0.10 -0.07 0.03
C 3.143536 3.821158 1.184902 -0.32 -0.21 -0.03
C 4.987890 -1.210388 -1.619172 -0.02 -0.01 0.01
H -3.797890 -2.558814 -0.270065 -0.02 -0.11 0.06
H 3.725064 3.658941 2.088571 0.09 0.02 0.08
H 0.424426 -0.137215 2.872413 -0.04 0.03 -0.03
C -0.474826 -0.279895 2.265225 -0.42 -0.19 0.49
H 0.713402 -2.564829 -0.358857 -0.01 -0.10 0.17
O -0.121124 0.048374 0.910110 -0.02 0.44 -0.49
C 0.734933 -1.058858 -1.852404 -0.45 0.03 -0.03
F -3.254443 2.538760 -2.377690 -0.04 -0.39 -0.31
C -2.477953 2.523437 -1.277349 -0.43 1.19 -0.41
N -1.449522 0.551872 -2.204848 0.34 -0.92 -0.09
H -0.129499 -3.711462 2.559532 0.03 -0.15 0.01
H 2.507404 4.688826 1.336198 -0.03 0.18 0.04
F -1.505111 3.411757 -1.508779 0.26 0.03 -0.11
C 1.480232 -0.237128 -2.672231 0.09 0.00 -0.10
O -3.965747 -0.045947 -1.110665 -0.11 0.00 -0.45
O -1.653078 -1.581235 -0.826102 0.57 -0.06 -0.06
C -3.023995 0.346587 -0.281968 -0.31 0.38 0.57
C 2.861212 -0.282720 -2.591631 -0.11 -0.08 -0.02
H -1.676082 -1.564648 4.384965 0.01 0.01 0.18
C 3.180596 1.351104 0.704249 -0.31 0.13 0.11
H -1.244301 0.416564 2.600444 0.10 -0.07 0.02
C 2.717099 -1.976412 -0.900698 -0.08 0.02 -0.14
```
Forces are in eV/Å.

***

[3]
Molecular formula: C20H31GeKN2O2
Method: DFT, ωB97M-V with the def2-TZVPD basis set

**Multiplicity**: 1
**E_LUMO**: -10.54 eV
**Total charge**: +2
**Energy above the lowest of the compared OMol25 structures with the same formula, charge and spin**: 14.5 kcal/mol

XYZ file:
```
57
Properties=species:S:1:pos:R:3:forces:R:3
H -1.565688 0.044263 0.894817 0.65 0.79 -0.45
C 6.059490 -1.188835 -0.353997 0.36 0.05 0.40
H 2.332609 -1.279013 6.116492 -0.29 0.48 -0.27
O 6.517165 -0.937772 0.974548 -0.74 0.23 -0.35
C -2.783607 -0.060416 -4.823834 3.60 0.29 -0.62
H 1.526736 1.151543 5.969953 0.03 0.37 0.83
C 1.535944 0.787662 3.907394 -0.36 1.54 0.02
H -0.113428 2.100162 4.532915 -0.50 0.15 1.12
H -1.871481 -0.698587 -4.591142 -1.05 0.38 -0.12
H 2.324197 -0.114406 -2.955910 -0.06 0.16 0.46
H -2.261652 0.834216 -5.269869 -0.83 -0.57 0.23
H -2.249976 -2.146650 2.876915 0.47 0.24 -0.15
C -3.679110 -0.776428 -5.842420 -0.47 -0.22 1.06
C 2.550577 0.317316 0.313551 2.58 0.17 -0.89
H -3.941156 -0.123971 -6.649919 -0.36 0.45 -0.32
C 4.670783 -0.629747 -0.558713 0.10 0.07 0.39
N 2.058750 0.440479 -0.919405 -0.67 -0.64 -0.76
C 2.105561 0.267366 2.749500 0.72 1.24 -0.79
H -4.682472 2.378655 -1.044610 1.23 0.92 0.62
C -3.296215 -1.060404 0.648140 -0.01 -1.57 -2.17
H 4.549817 -0.976806 -2.656329 0.50 -0.04 -0.65
H -2.827709 0.336720 2.143220 0.40 -0.14 -0.17
C 0.431077 1.665640 3.745413 1.29 -1.33 -1.33
H 7.463731 -1.058702 1.096294 -0.04 -0.13 -0.43
C 1.802259 0.842170 1.489031 -1.14 0.41 0.99
H -4.327754 0.927319 -3.653430 0.48 -0.59 -0.33
H 4.312798 -0.207892 1.479544 0.11 -0.07 -0.27
H -2.746442 -1.787896 -0.031337 -0.65 0.52 0.93
C -2.290318 -0.425678 1.536141 -1.12 0.95 1.00
C 2.091744 0.524967 5.309049 0.35 -0.15 -2.09
H -4.593566 -1.072059 -5.292333 0.26 -0.14 -0.67
H 3.021591 -0.331645 2.742327 -0.84 -0.22 0.60
N 0.832534 1.817638 1.346993 -0.05 -2.33 0.62
C -2.551846 1.175439 -2.579024 3.44 1.75 -1.13
C -1.574626 -1.428712 2.387950 0.49 0.68 0.29
K 0.144953 2.550084 -1.206955 0.82 -0.07 -0.01
O 1.799413 -0.824590 5.439410 0.28 -1.66 1.03
H 6.069885 -2.252563 -0.566583 -0.36 -0.45 0.11
C 2.763021 -0.101905 -1.953950 1.04 0.69 0.97
C 3.892893 -0.199326 0.479828 -1.59 0.77 1.45
C -4.093773 -0.125580 -0.278879 0.48 -0.71 2.65
H -3.212551 -1.654650 -6.304206 -0.03 0.17 0.44
H -0.798248 2.631760 2.303550 -0.18 0.45 0.06
H 3.188858 0.739057 5.311264 -0.80 0.01 0.22
H -0.858929 -1.858104 1.714849 0.27 -1.14 -0.12
H -3.953042 -1.643959 1.313779 -0.12 0.09 -0.53
H -3.830577 -0.637440 -3.080409 0.71 0.66 0.18
C 0.078081 2.027859 2.462648 1.17 0.46 -0.90
Ge -3.254578 1.683958 -0.776524 -3.98 -3.56 -2.58
H -1.569865 0.696444 -2.509039 0.04 -0.31 0.51
H -4.413888 -0.705492 -1.181625 0.48 1.24 0.20
C -3.405688 0.303108 -3.501659 -3.73 0.22 0.74
H 6.705803 -0.792153 -1.125569 0.35 0.56 -0.07
H -0.945580 -0.882120 3.091229 -0.22 -0.25 0.46
H -2.264562 2.093888 -3.172529 -0.64 -0.64 0.50
C 4.085159 -0.541663 -1.803869 -1.66 -0.56 -0.60
H -4.957079 0.187479 0.307308 -0.24 0.32 -0.31
```
Forces are in eV/Å.

***

[4]
Molecular formula: C20H31O2Pt
Method: DFT, ωB97M-V with the def2-TZVPD basis set

**Multiplicity**: 5
**Expectation value of S²**: 6.03
**E_LUMO (spin up / spin down)**: -1.96 / -5.86 eV
**Total charge**: +1
**Energy above the lowest of the compared OMol25 structures with the same formula, charge and spin**: 0.0 kcal/mol

XYZ file:
```
54
Properties=species:S:1:pos:R:3:forces:R:3
H -0.093223 -3.157241 -3.416519 -0.03 0.33 0.31
H 3.591983 4.882962 -3.956897 -0.35 -0.18 -0.22
H -2.072661 0.502373 -5.168684 0.38 0.11 0.04
H 1.520875 4.866381 -2.809419 0.00 0.01 -0.14
C 1.990792 -1.756490 -1.153106 0.27 -0.83 -0.07
H 2.123380 -1.572960 -3.420286 -0.07 0.16 0.29
O 3.043439 3.119585 -4.908584 -1.24 0.58 0.70
C 1.319700 -1.775331 -5.931889 0.24 -0.11 0.21
C -2.241044 -0.950220 -1.988298 -1.81 0.78 0.86
H 0.131595 0.202049 -7.192357 -0.09 -0.25 -0.06
H 1.638737 -2.582786 -5.263663 0.05 0.09 -0.17
H -0.706211 -3.463320 -5.124554 -0.25 0.02 -0.31
C -2.171490 -0.681641 -0.524021 -0.17 0.48 -0.42
H 1.507998 -2.098038 -6.968946 -0.18 0.09 0.36
C -2.639096 0.612546 -0.293229 0.44 -1.14 0.16
H 1.932592 -0.883000 -5.747462 -0.15 -0.17 -0.03
H -0.435259 1.307382 -5.124497 -0.54 -0.49 -0.07
C -0.645414 -0.318875 -6.631095 -0.06 0.17 0.41
C -3.049345 1.199490 -1.544351 0.09 -0.56 -1.15
C -0.148637 -1.478605 -5.753069 0.12 -0.54 -0.88
C 1.540202 -1.798209 -2.535141 -1.73 -1.48 0.49
C 0.639256 0.968381 -1.245922 1.32 1.40 1.25
H 0.788595 5.389568 -4.337551 0.04 -0.19 0.18
H 2.238170 1.581618 -3.789186 -0.09 0.21 -0.11
H -3.502063 2.187279 -1.645595 0.19 -0.38 -0.03
C 0.313011 -2.664103 -2.540357 2.45 1.15 0.00
H -2.076383 -2.426180 -5.645038 0.10 -0.12 0.02
H -1.513713 -0.548922 -7.252169 0.28 -0.02 -0.01
H -1.887972 -1.423175 0.222768 0.01 0.37 -0.25
H -2.748463 1.097033 0.676999 0.14 -0.21 -0.31
H 1.630301 1.735638 -5.442919 -0.05 0.23 0.27
H 2.740051 5.089754 -5.511792 0.11 -0.31 0.33
C -1.036976 -2.704416 -5.842955 0.15 0.01 0.22
C 0.761273 3.204448 -4.008110 0.33 0.14 -0.45
H 0.780726 0.596672 -0.222852 -0.05 0.12 -0.25
H 2.891635 -1.251207 -0.807154 -0.34 -0.10 -0.11
H 0.392418 2.799295 -3.057142 -0.02 0.29 -0.38
C 0.107685 -3.085532 -1.177039 1.15 -0.38 1.19
C 1.124413 -2.537188 -0.363486 -0.52 -0.74 -0.23
C -2.832489 0.279108 -2.574676 0.02 -0.37 1.01
H -0.631572 -3.825163 -0.872105 0.12 0.38 0.01
C -0.998570 0.383076 -5.337188 -0.04 0.62 0.56
H -0.982866 -3.136300 -6.848938 0.07 0.11 0.18
H -2.394891 -1.946488 -2.400233 -0.07 0.25 0.08
H -3.183711 0.347580 -3.600073 0.20 0.15 0.37
C 2.760127 4.502964 -4.574465 0.41 0.26 -0.41
C 1.909808 2.318298 -4.544181 0.46 -0.41 -0.28
C 1.394642 4.611431 -3.864595 0.30 -0.42 0.11
H 1.278503 -2.772216 0.693791 -0.23 0.33 -0.45
H -0.003217 1.857415 -1.217016 0.05 -0.25 -0.05
H 1.622040 1.221703 -1.670392 -0.22 0.01 0.16
H -0.065327 3.251145 -4.732152 0.19 -0.05 0.28
O -0.468903 -0.716661 -4.486104 -0.30 0.68 -1.90
Pt -0.190151 -0.469305 -2.363805 -1.09 0.18 -1.33
```
Forces are in eV/Å.

***

| no. | calculated total energy (eV) |
| --- | --- |
| 1 | -65006.38506 |
| 2 | -65345.14465 |
| 3 | -101140.28010 |
| 4 | -28569.98180 |